Below is a structure of composition C41H48InN4O7SbSi3, with properties calculated with the ωB97M-V functional and the def2-TZVPD basis.

energy relative to the best compared isomer or geometry (same formula, charge and spin): 0.0 kcal per mole
electronic energy: -98939.577 eV
orbital gap: 6.3 eV

Structure (ORCA input):
```
! wB97M-V def2-TZVPD RIJCOSX def2/J DEFGRID3
* xyz -2 1
In -0.90971 1.36029 0.18723
O 0.41199 0.74977 1.75804
C 0.34483 0.83835 3.04372
C 1.54505 0.75368 3.79747
C 1.54663 0.76595 5.17018
C 0.35073 0.87829 5.89029
C -0.82433 1.00068 5.18190
C -0.86457 0.99280 3.78003
C -2.16320 1.20063 3.17238
N -2.42000 1.25721 1.92235
N -3.74468 1.53418 1.60379
C -3.85828 1.91359 0.35334
O -2.92775 2.04382 -0.50987
C -5.25302 2.21331 -0.10914
C -6.36689 1.85809 0.64629
C -7.64369 2.12715 0.17749
C -7.82002 2.75900 -1.04766
C -6.71113 3.11776 -1.80150
C -5.43339 2.84197 -1.33595
H 2.46513 0.66336 3.23305
H 2.49021 0.69110 5.70110
H 0.35095 0.89345 6.97268
H -1.76364 1.12070 5.71352
H -3.00209 1.36223 3.85324
H -6.20919 1.37198 1.59940
H -8.50616 1.84111 0.76823
H -8.81848 2.96868 -1.41337
H -6.84119 3.61118 -2.75726
H -4.55461 3.10073 -1.91168
C 1.82807 0.56351 -2.79082
Sb 1.08714 -1.22762 -1.83041
C -0.87761 -0.44993 -1.16878
C -1.62848 -1.64004 -0.63587
C -2.73665 -1.49824 0.22075
C -3.44173 -2.60195 0.64937
C -3.04595 -3.86771 0.23294
C -1.96347 -3.93190 -0.62586
N -1.28904 -2.87159 -1.05564
Si -1.80834 -0.01424 -2.77318
C -1.26894 -1.15386 -4.19233
C -3.64733 -0.41120 -2.62401
C -1.60215 1.75184 -3.39158
C 2.78123 -1.46567 -0.26914
C 2.09540 -1.92246 0.98448
C 2.76629 -2.20958 2.18313
C 2.05392 -2.68286 3.26763
C 0.68620 -2.88183 3.15138
C 0.10396 -2.60584 1.92735
N 0.78427 -2.14853 0.88256
Si 4.02590 -0.05499 -0.04618
C 5.07704 0.12933 -1.59994
C 5.34665 -0.37616 1.28616
C 3.25519 1.56560 0.46329
Si 3.52922 -3.04715 -1.00026
C 5.16312 -3.55424 -0.19263
C 3.91211 -2.92396 -2.84525
C 2.35739 -4.48876 -0.71382
H 1.00228 1.02310 -3.33249
H 2.58933 0.25921 -3.51190
H 2.21300 1.31930 -2.11044
H -3.05486 -0.52084 0.54105
H -4.29182 -2.47019 1.30923
H -3.55770 -4.76645 0.55231
H -1.61512 -4.89294 -0.99800
H -1.25140 -2.20012 -3.87698
H -0.28304 -0.90420 -4.59125
H -1.99244 -1.05272 -5.00887
H -3.80640 -1.49073 -2.70527
H -4.18214 0.07459 -3.44633
H -4.09663 -0.07099 -1.69418
H -1.12834 1.76014 -4.37692
H -0.99286 2.36101 -2.72524
H -2.58306 2.22503 -3.47719
H 3.83236 -2.05912 2.25624
H 2.56137 -2.88143 4.20471
H 0.08526 -3.22202 3.98393
H -0.96073 -2.75049 1.77257
H 5.74363 -0.73044 -1.71793
H 5.69982 1.02129 -1.48827
H 4.49811 0.24893 -2.51339
H 5.83059 -1.35174 1.22967
H 4.95201 -0.23866 2.29503
H 6.11713 0.38827 1.13906
H 3.33911 2.32434 -0.31864
H 3.75423 1.94475 1.35980
H 2.20030 1.44971 0.69906
H 5.96918 -2.85675 -0.42922
H 5.44735 -4.53655 -0.58357
H 5.08676 -3.63597 0.89353
H 4.14726 -1.90368 -3.14995
H 3.06174 -3.25905 -3.44014
H 4.77545 -3.55177 -3.08645
H 2.28735 -4.72998 0.35013
H 2.71754 -5.37616 -1.24347
H 1.35261 -4.25171 -1.07079
O 1.92908 6.94827 -0.65662
C 1.39251 5.87754 -0.47185
C 0.36277 5.57351 0.60209
O -0.04832 6.35927 1.43562
C -0.00050 4.16398 0.40451
C 0.71172 3.63494 -0.69569
O 0.53170 2.41671 -1.06824
C 1.62689 4.60810 -1.26098
O 2.43183 4.46147 -2.17112
O -0.81780 3.45019 1.06022
*
```